Entry from the OMol25 dataset: a structure of composition C22H19BF2N5O2PdS (ωB97M-V/def2-TZVPD).

HOMO level	-10.4	eV
net charge	+1
frontier orbital gap	5.93	eV
molecular weight	572.7	g mol⁻¹

Element x y z (Å)
Pd1 0.789 -0.148 -0.585
N1 2.814 -0.616 -0.681
C1 3.904 0.364 -0.769
C2 5.206 -0.088 -0.641
C3 6.257 0.809 -0.748
C4 5.995 2.151 -0.986
C5 4.688 2.591 -1.111
C6 3.619 1.704 -0.996
C7 2.235 2.224 -1.095
C8 1.915 3.048 -2.159
C9 0.671 3.666 -2.235
C10 -0.275 3.487 -1.239
C11 0.027 2.666 -0.173
C12 1.266 1.989 -0.069
H1 2.878 -1.226 -1.495
H2 2.980 -1.204 0.134
H3 5.403 -1.139 -0.465
H4 7.275 0.461 -0.646
H5 6.811 2.856 -1.065
H6 4.480 3.641 -1.272
H7 2.647 3.207 -2.940
H8 0.445 4.298 -3.084
H9 -1.244 3.960 -1.296
H10 -0.701 2.529 0.610
N2 -5.471 -2.004 4.140
C13 -4.858 -1.450 3.046
C14 -3.812 -0.528 3.209
C15 -3.176 0.004 2.110
C16 -3.566 -0.382 0.831
C17 -4.594 -1.299 0.651
C18 -5.238 -1.825 1.751
S1 -2.775 0.319 -0.554
O1 -2.518 1.704 -0.293
O2 -3.457 -0.071 -1.747
N3 -1.260 -0.405 -0.574
C19 -1.154 -1.731 -0.796
N4 0.171 -2.031 -0.889
C20 0.556 -3.290 -1.077
C21 -0.393 -4.278 -1.191
C22 -1.729 -3.880 -1.093
N5 -2.122 -2.631 -0.900
H11 -5.363 -1.542 5.026
H12 -6.361 -2.453 4.005
H13 -3.515 -0.229 4.206
H14 -2.384 0.731 2.241
H15 -4.880 -1.587 -0.351
H16 -6.047 -2.532 1.616
H17 1.618 -3.494 -1.139
H18 -0.117 -5.309 -1.347
H19 -2.521 -4.617 -1.177
F1 0.573 1.262 2.229
B1 1.551 1.361 1.339
F2 2.753 0.957 1.736

These are the Löwdin partial charges, in e, on atoms 1 to 2: Pd 1.044; N 0.023